Record 1
Here is a molecular structure, C12H10CeClN3 from OMol25. Energies are from the ωB97M-V functional and the def2-TZVPD basis.

The geometry in XYZ format:
```
27
C12H10CeClN3, DFT the ωB97M-V functional and the def2-TZVPD basis
Ce -0.1959 -0.1339 -0.0107
Cl -0.6251 2.2370 -0.6442
N 1.7824 1.1739 -0.0155
N 2.6766 3.4280 -0.4561
N 5.0762 4.1130 -0.1402
C 2.2772 2.2609 -0.2159
C -1.8112 0.5340 1.7240
C -1.1722 -2.0939 -1.1202
C -0.9336 -1.6318 1.8878
C 0.6798 -1.0590 -2.1063
C 3.9581 3.8075 -0.2912
C -0.4899 -0.2944 -2.4514
C -2.0967 -0.8640 1.4933
C 0.2712 -2.1659 -1.2722
C -0.4618 0.6302 2.2568
C 0.0697 -0.7114 2.3688
C -1.6410 -0.9180 -1.8347
H -2.4300 1.3557 1.4497
H -2.9835 -1.2437 1.0469
H 1.0718 -0.9603 2.6411
H 0.9214 -2.8659 -0.7970
H 1.6865 -0.7808 -2.3246
H -1.7720 -2.7541 -0.5475
H 0.0829 1.5332 2.4065
H -0.4928 0.6337 -2.9737
H -2.6398 -0.5469 -1.8561
H -0.8084 -2.6832 1.7826
```

Computed properties:
Relative energy (zero: lowest compared OMol25 entry of this formula, charge and spin), kJ/mol: 52.8
HOMO level, eV: -8.78
Spin multiplicity: 1



Record 2
Here is a molecular structure, C12H10Cl2N2O4S from OMol25. Energies are from the ωB97M-V functional and the def2-TZVPD basis.

The geometry in XYZ format:
```
31
C12H10Cl2N2O4S, DFT the ωB97M-V functional and the def2-TZVPD basis
Cl 2.3182 3.5405 3.0847
Cl -0.2646 4.6719 4.2535
S -1.5920 2.2645 3.0053
O 1.2623 -0.5007 1.0850
O 2.8202 1.2380 1.1211
O -2.9804 0.1351 -1.6217
O 1.3924 -2.2033 -1.9193
N -0.3934 -1.5525 -0.5402
N -0.5447 1.2118 2.1247
C 2.3122 -2.6114 1.1988
C 1.8671 -1.4206 0.2422
C -2.1841 1.2157 -3.1408
C -1.7861 -0.5235 -2.1820
C 1.6595 0.7047 1.5465
C 0.9428 2.7433 2.7984
C -1.2239 -1.7945 -1.6703
C 0.9821 -1.8107 -0.8635
C -1.5465 0.1525 -3.2871
C -3.0145 1.2162 -2.1216
C 0.0212 3.4121 3.2208
C 0.6843 1.5560 2.3400
H -0.7630 -1.0449 0.3590
H -0.8836 -2.4397 -2.3312
H 2.9924 -2.2092 2.0738
H -0.8084 -0.0899 -3.8245
H 1.4313 -3.0494 1.6669
H 2.9662 -3.2679 0.5043
H -2.2784 -2.4475 -1.1937
H -2.3169 2.1779 -4.0190
H 2.8307 -0.9342 -0.1788
H -3.9020 1.6597 -1.7314
```

Computed properties:
Relative energy (zero: lowest compared OMol25 entry of this formula, charge and spin), kJ/mol: 984.0
HOMO level, eV: -8.24
Spin multiplicity: 1



Record 3
Here is a single C12H10Cl4N2O2S molecule from OMol25. Energies are from the ωB97M-V functional and the def2-TZVPD basis.

The geometry in XYZ format:
```
31
C12H10Cl4N2O2S, DFT the ωB97M-V functional and the def2-TZVPD basis
Cl -1.4675 -2.0778 0.7292
Cl -4.5736 -2.0276 0.0827
Cl -4.1299 3.2529 -1.1427
Cl -5.9077 0.6066 -0.9565
S 0.6655 0.4256 2.2752
O -1.2386 2.6797 -0.6586
O -1.1822 0.9426 1.7093
N -0.0843 0.2272 -0.2616
N 2.1221 -0.3684 0.3747
C 1.6373 -0.4381 -2.0100
C -2.2819 -0.6523 0.2160
C 0.1782 -0.4695 -1.5674
C -4.2504 0.6133 -0.5314
C 0.8957 0.0727 0.6282
C -3.4425 1.7595 -0.6352
C -2.0130 1.7617 -0.3577
C 2.3925 0.1283 2.7184
C 3.0616 -0.4403 1.4975
C 2.6192 -0.8371 -0.9248
C -3.6092 -0.6127 -0.1177
C -1.3991 0.5373 0.4085
H 3.9896 0.0860 1.2604
H 2.8279 -1.9248 -0.9077
H 2.3672 -0.5719 3.5543
H 1.7860 -1.0871 -2.8906
H 1.9181 0.5665 -2.2914
H -0.3945 0.0734 -2.3201
H 2.7944 1.0970 3.0527
H -0.1840 -1.5106 -1.5699
H 3.3167 -1.4798 1.7256
H 3.5863 -0.3322 -1.0895
```

Computed properties:
HOMO level, eV: -8.15
Spin multiplicity: 1



Record 4
Here is a molecular structure, C12H10ClNSe2Te2Ti from OMol25. Energies are from the ωB97M-V functional and the def2-TZVPD basis.

The geometry in XYZ format:
```
29
C12H10ClNSe2Te2Ti, DFT the ωB97M-V functional and the def2-TZVPD basis
Te -0.3162 4.1892 -1.1076
Te 0.8729 6.6574 -2.3359
Se 0.0107 2.5973 0.8146
Se -2.1215 1.2486 -2.9335
Ti -1.8388 1.8385 -0.7306
Cl -3.7816 2.8325 0.0482
N 0.8336 0.0331 -1.9882
C -2.8849 -0.5730 0.4097
C 1.5268 -0.1098 -0.8278
C 2.8779 0.2614 -0.7667
C -2.1000 -2.7470 1.0583
C -1.5814 -0.1061 0.1475
C 1.6944 -0.8145 1.4650
C -0.8037 -2.3138 0.8261
C 3.0346 -0.4581 1.5200
C 0.9149 -0.6382 0.3267
C 3.6176 0.0968 0.3876
C -3.1423 -1.8576 0.8655
C -0.5304 -1.0111 0.3923
H -0.1421 -0.1966 -2.0674
H -2.2891 -3.7642 1.3831
H 3.3337 0.6994 -1.6483
H 1.2120 0.5803 -2.7353
H 3.6003 -0.5821 2.4354
H -3.7219 0.0991 0.2727
H 4.6559 0.4091 0.4045
H 0.0245 -3.0000 0.9719
H -4.1661 -2.1672 1.0579
H 1.2102 -1.2034 2.3544
```

Computed properties:
Net charge: -2
HOMO level (spin up / spin down), eV: -0.96 / -1.06
Spin multiplicity: 3



Record 5
Here is a molecular structure, C12H10LuN2O5 from OMol25. Energies are from the ωB97M-V functional and the def2-TZVPD basis.

The geometry in XYZ format:
```
30
C12H10LuN2O5, DFT the ωB97M-V functional and the def2-TZVPD basis
Lu -1.2778 0.4879 -1.1586
O 1.4703 -3.5698 1.3117
O -3.3809 -1.7322 -0.1785
O 0.7647 2.7518 -2.2092
O -0.1627 -1.5516 -3.3815
O -2.1505 2.4095 1.2894
N 0.4899 0.3139 0.4205
N 3.1364 -2.9814 2.8148
C 0.7726 -0.9390 0.6898
C -2.6864 0.9273 -3.0632
C -1.9012 1.7173 0.3518
C 1.8113 -1.2071 1.6265
C -3.0972 1.7509 -2.0875
C -0.0219 1.9393 -1.8836
C 2.4285 -0.1242 2.1860
C 2.0694 1.1566 1.8627
C 2.1061 -2.6702 1.8875
C 1.0512 1.3653 0.9409
C -0.5811 -0.8023 -2.5849
C -2.6316 -0.9178 -0.5486
H -2.7619 2.8238 -2.0233
H 3.2826 -3.9326 2.9424
H 2.5678 2.0248 2.3153
H 0.2030 -1.7704 0.1743
H -3.9788 1.5086 -1.4270
H 3.6519 -2.3132 3.2811
H -1.9745 1.2575 -3.8696
H 0.7500 2.4116 0.6726
H -3.1912 -0.0579 -3.2729
H 3.2421 -0.2766 2.9211
```

Computed properties:
Net charge: +3
Relative energy (zero: lowest compared OMol25 entry of this formula, charge and spin), kJ/mol: 344.8
HOMO level, eV: -18.35
Spin multiplicity: 1



Record 6
Here is a single C12H10N4O2 molecule from OMol25. Energies are from the ωB97M-V functional and the def2-TZVPD basis.

The geometry in XYZ format:
```
28
C12H10N4O2, DFT the ωB97M-V functional and the def2-TZVPD basis
O -0.9310 -3.9733 2.5425
O 2.0210 3.8164 -0.4925
N 0.8043 1.1024 1.7190
N -1.7158 -4.3742 0.5201
N -1.6940 -2.8180 -1.2175
N 0.6054 1.4072 -0.4596
C -0.2116 -1.2374 1.7172
C -1.0802 -1.9273 -0.4416
C -1.9849 -4.0011 -0.7381
C 1.0044 3.5900 -1.5052
C -0.8176 -2.2080 0.9011
C -0.6702 -0.7120 -0.9749
C 1.7388 3.2354 0.7904
C 0.7636 2.1168 -1.7305
C 0.0149 0.1869 -0.1759
C -1.1855 -3.4818 1.3216
C 1.0850 1.8829 0.7138
C 0.1587 -0.0026 1.1756
H -2.5317 -4.7019 -1.3538
H -0.1535 1.9781 -2.3164
H 1.1942 4.1624 -2.4233
H 1.1448 3.9268 1.3576
H -1.1459 -4.9221 2.4276
H 1.6250 1.7254 -2.3363
H 0.0788 4.0066 -1.1206
H 2.6818 3.1322 1.3491
H -0.7338 -0.4829 -2.0306
H -0.0649 -1.4270 2.7814
```

Computed properties:
Structure (SMILES): Oc1ncnc2cc3c(cc12)nc1n3CCOC1
Relative energy (zero: lowest compared OMol25 entry of this formula, charge and spin), kJ/mol: 0.0
HOMO level, eV: -8.15
Spin multiplicity: 1



Record 7
Here is a molecular structure, C12H11F2HfN from OMol25. Energies are from the ωB97M-V functional and the def2-TZVPD basis.

The geometry in XYZ format:
```
27
C12H11F2HfN, DFT the ωB97M-V functional and the def2-TZVPD basis
Hf -1.3980 0.3789 -0.8577
F 3.2342 3.5553 -1.1778
F 3.2253 0.1108 2.0510
N -0.6209 -1.0062 0.5980
C 3.2360 1.8121 0.4427
C 1.3315 2.1127 -1.1131
C 1.2930 0.3237 0.5474
C 0.3000 -2.6483 2.6094
C -3.6921 0.9861 -2.9302
C -0.9324 -2.9041 2.0021
C 1.0889 -1.6005 2.1798
C 0.6168 -0.7864 1.1571
C 2.5893 2.4693 -0.6048
C -1.3836 -2.0740 0.9826
C 2.5745 0.7420 0.9962
C 0.6470 1.0308 -0.5317
H 0.8784 2.6642 -1.9477
H 4.2152 2.1125 0.8264
H -4.2409 0.1500 -3.3981
H -1.5440 -3.7554 2.3240
H -2.7145 0.5069 -2.4695
H 2.0700 -1.3743 2.5973
H -4.3101 1.4765 -2.1775
H -1.4407 -0.5153 -2.2604
H -2.3148 -2.2151 0.4326
H 0.6918 -3.2567 3.4233
H -3.4001 1.7045 -3.7016
```

Computed properties:
Net charge: +2
Relative energy (zero: lowest compared OMol25 entry of this formula, charge and spin), kJ/mol: 3.1
HOMO level, eV: -15.91
Spin multiplicity: 1



Record 8
Here is a molecular structure, C12H11FeO4P from OMol25. Energies are from the ωB97M-V functional and the def2-TZVPD basis.

The geometry in XYZ format:
```
29
C12H11FeO4P, DFT the ωB97M-V functional and the def2-TZVPD basis
Fe -0.0660 0.5102 -0.3779
P 1.6807 1.7472 -0.5436
O -2.2256 -1.4743 -0.0398
O -2.1178 2.5060 0.1737
O 0.8417 -1.2572 2.7999
O 0.6305 -1.5707 -2.3304
C 0.4319 -0.7556 -1.4833
C 3.8049 0.1777 0.4493
C 1.6505 3.3047 0.3856
C 3.4343 1.2434 -0.3641
C 6.1291 0.6597 0.0819
C 5.1471 -0.1283 0.6788
C 1.5270 2.2164 -2.2774
C -1.2342 1.7241 0.0027
C 5.7925 1.7354 -0.7549
C 4.4371 2.0074 -0.9592
C 0.8502 -0.4517 1.9567
C -1.3382 -0.7050 -0.0449
H 0.6409 3.7136 0.3904
H 4.1484 2.8715 -1.6136
H 2.3385 2.9066 -2.5282
H 0.5419 2.6946 -2.4239
H 6.5428 2.3299 -1.2230
H 3.0013 -0.4443 0.9464
H 7.1922 0.4350 0.2665
H 1.5811 1.3000 -2.8987
H 2.3555 3.9965 -0.1033
H 1.9794 3.0988 1.4128
H 5.4156 -0.9658 1.3144
```

Computed properties:
Net charge: +2
HOMO level (spin up / spin down), eV: -15.99 / -15.98
Spin multiplicity: 5



Record 9
Here is a single C12H11NO molecule from OMol25. Energies are from the ωB97M-V functional and the def2-TZVPD basis.

The geometry in XYZ format:
```
25
C12H11NO, DFT the ωB97M-V functional and the def2-TZVPD basis
O 1.0407 0.3050 0.3758
N 1.5650 -1.6225 -3.8003
C 0.3891 0.0461 -0.7861
C 0.3327 0.4366 1.5172
C -1.2898 -0.5049 3.0872
C -0.8395 0.5535 -1.1423
C -0.6827 -0.5096 1.8057
C -1.0688 0.5557 3.9738
C 1.1139 -0.7464 -1.5990
C -0.5554 -0.5255 -3.2877
C 0.5073 1.5718 2.3946
C 0.7799 -0.9928 -2.9510
C -0.2432 1.5801 3.5496
C -1.3358 0.2051 -2.3771
H -0.1240 2.3664 4.2590
H -1.4745 1.1171 -0.4610
H 1.1673 -1.8873 -4.8029
H -2.3728 0.4787 -2.7762
H -1.9534 -1.3573 3.3307
H -1.4337 0.4925 4.9655
H 2.5754 -1.5478 -3.8581
H 1.2884 2.2895 2.2210
H -0.9314 -0.5100 -4.3227
H -0.7198 -1.4436 1.1743
H 2.0510 -1.0992 -1.2432
```

Computed properties:
Structure (SMILES): Nc1cccc(Oc2ccccc2)c1
Relative energy (zero: lowest compared OMol25 entry of this formula, charge and spin), kJ/mol: 116.2
HOMO level, eV: -7.76
Spin multiplicity: 1



Question: Which of these has the highest spin multiplicity?
Answer: C12H11FeO4P